Record 1
Density functional theory data (ωB97M-V/def2-TZVPD) for one molecule with the formula C16H14N2O3.

```
35
Properties=species:S:1:pos:R:3
C -0.98 1.68 -1.08
H 2.79 -2.70 1.89
O -2.14 3.46 -2.14
N 0.71 -0.79 1.14
C 2.01 -3.12 1.23
C -1.91 3.71 0.15
C -0.05 -0.12 -2.23
H -3.74 6.38 0.86
C -1.70 2.98 -1.08
C 1.71 -4.31 -0.97
C -3.13 5.54 1.20
H -2.43 5.94 1.93
C 0.33 -0.71 -1.01
O -2.44 4.99 0.08
C -0.55 1.18 0.17
H -1.66 3.68 2.32
C 0.13 -0.01 0.18
H 0.56 -3.18 -2.44
H 2.99 -4.97 0.75
H 1.30 -3.70 1.85
H -3.76 4.82 1.68
H 0.75 -4.67 -0.57
O -0.59 1.36 2.49
H 0.13 -0.58 -3.20
C 1.23 -1.96 0.58
C 2.66 -4.03 0.21
H 2.08 -5.08 -1.62
C 1.01 -1.95 -0.77
C -1.49 3.16 1.38
H 2.31 -2.71 -2.33
H 0.56 -0.57 2.10
C 1.41 -3.04 -1.75
N -0.73 1.02 -2.24
C -0.88 1.87 1.42
H 3.54 -3.55 -0.15
```

The SMILES is COC1=CC(=O)c2c(ncc3c4c([nH]c23)CCCC4)C1=O. Its spin multiplicity is 1. As for the HOMO-LUMO gap: 7.0 eV.

---

Record 2
Density functional theory data (ωB97M-V/def2-TZVPD) for C16H14N2O5S as an isolated structure.

```
38
Properties=species:S:1:pos:R:3
C 1.29 1.95 1.93
H -0.43 2.31 3.02
O -4.09 -1.97 0.25
S -0.84 -1.87 0.82
H -2.38 0.11 0.50
H 5.01 1.13 -0.39
C 2.16 -0.79 -0.19
C -1.55 -0.61 -2.69
H -1.30 -0.11 2.44
H -3.29 -2.28 0.88
C -3.99 -1.14 -0.48
C 4.15 0.67 -0.25
O -4.78 -0.82 -1.38
H 2.05 3.68 2.87
C 0.01 1.80 2.43
H 2.00 -2.04 -0.50
H 0.16 -0.77 -1.71
H 4.11 -0.99 -1.34
H -0.63 -2.23 -2.27
C 3.16 1.56 0.66
O 4.21 3.61 1.34
N -1.47 -1.56 -0.59
N 2.11 2.89 1.97
C -2.49 -0.56 -0.68
C 1.48 -0.14 0.57
H -1.79 1.40 -1.48
O 0.11 -3.11 0.24
H -3.37 0.78 -2.18
H -1.10 -0.11 -3.60
C -2.28 0.45 -2.08
C 3.64 -0.43 -0.69
O -1.77 -2.16 1.77
C 2.04 1.09 0.99
C 3.23 2.80 1.29
C -0.76 -1.28 -1.98
H -2.38 -1.24 -3.11
C -0.42 0.43 2.19
C 0.21 -0.45 1.45
```

Its spin multiplicity is 1. As for the HOMO-LUMO gap: 7.4 eV.

---

Record 3
Density functional theory data (ωB97M-V/def2-TZVPD) for C16H14N2O6SSr as an isolated structure.

```
40
Properties=species:S:1:pos:R:3
O 3.75 2.63 -2.62
C 0.87 -2.05 2.19
N 0.92 -2.82 -0.15
C -5.55 -0.07 -0.43
H 0.42 -4.21 4.78
C -4.13 1.69 0.40
C 0.51 -3.27 4.25
O 1.75 3.17 -1.28
O -1.79 1.56 0.11
Sr 0.59 1.24 -0.08
H 0.44 0.09 4.79
H -2.45 -1.88 -1.86
C 0.74 -0.79 2.85
H 1.61 -1.02 0.48
C 0.42 -2.05 4.93
C 1.15 -1.97 0.76
H -3.99 2.64 0.91
O 3.32 1.59 -0.42
H -6.54 -0.49 -0.56
C 0.74 -3.25 2.88
H -0.71 -2.64 -2.40
C 1.21 -2.29 -1.48
H 0.24 -1.29 -3.08
H 0.25 -2.04 6.00
H 1.94 -1.47 -1.44
C -2.07 -1.00 -1.33
H 0.83 -4.17 2.32
H -6.24 1.69 0.61
C -0.06 -1.78 -2.15
C -3.14 -0.21 -0.75
N -0.80 -0.82 -1.34
H 1.62 -3.08 -2.11
C -4.43 -0.72 -0.90
C -2.94 1.04 -0.07
C -5.38 1.16 0.23
O 1.92 1.00 -2.27
S 2.75 2.12 -1.69
O 0.77 0.32 2.21
H -4.54 -1.67 -1.42
C 0.53 -0.85 4.26
```

Its spin multiplicity is 1. As for the HOMO-LUMO gap: 7.0 eV. As for the total charge: -2.

---

Record 4
Density functional theory data (ωB97M-V/def2-TZVPD) for one molecule with the formula C16H14O6.

```
36
Properties=species:S:1:pos:R:3
O 4.26 0.05 1.52
C 1.30 -0.25 -0.65
O -5.00 -1.07 0.91
C 3.37 -0.44 0.59
C 3.66 -1.63 -0.07
H 3.88 0.86 1.88
H -1.67 2.97 0.57
O -3.27 -3.01 0.19
H -4.06 1.43 0.67
C 0.03 1.94 -0.38
C 2.78 -2.12 -1.02
H 0.05 1.19 1.64
H -0.95 -2.20 -0.66
C -3.38 0.65 0.37
C -1.61 -1.40 -0.39
H 0.69 2.86 1.48
C -1.24 -0.07 -0.48
O 0.68 2.90 -1.17
C 0.65 1.87 1.02
H -1.79 2.77 -1.19
C -1.47 2.29 -0.26
C -3.76 -0.68 0.46
C 2.19 0.24 0.30
C 1.62 -1.43 -1.31
H -0.02 0.61 -2.08
H 3.02 -3.04 -1.52
O 1.99 1.43 0.98
H -5.52 -0.29 1.12
H -4.17 -3.02 0.53
H 5.28 -1.80 0.90
C 0.05 0.52 -0.99
O 4.81 -2.30 0.22
C -2.11 0.94 -0.10
C -2.88 -1.71 0.09
H 1.63 2.76 -1.10
H 0.95 -1.80 -2.07
```

The SMILES is Oc1cc2c(cc1O)[C@@H]1c3ccc(O)c(O)c3OC[C@]1(O)C2. Its spin multiplicity is 1. As for the HOMO-LUMO gap: 8.6 eV.

---

Record 5
Density functional theory data (ωB97M-V/def2-TZVPD) for C16H15AsN5RhS4 as an isolated structure.

```
42
Properties=species:S:1:pos:R:3
H -1.96 1.37 0.84
H -0.73 -5.91 1.59
C 1.82 3.91 -0.19
C 3.11 2.33 1.10
C -1.41 2.33 -0.88
C -2.89 0.33 -0.66
H 5.06 3.02 1.61
C -3.44 -4.60 0.01
H -4.44 -2.01 -0.95
H -4.40 -4.88 -0.41
S 4.97 -2.28 -1.91
C -1.76 -2.91 0.51
N -1.81 1.14 -0.13
H -2.90 -6.56 0.63
H -3.87 0.65 -0.31
H 0.13 4.64 -1.30
As 3.94 -2.42 -0.09
H -2.89 0.40 -1.75
C -2.60 -5.52 0.59
C 1.94 2.67 0.44
S 1.61 -2.10 -0.69
N -1.59 -1.53 0.33
C -0.92 -3.85 1.11
C 4.13 3.26 1.11
C -0.03 2.72 -0.45
C -1.36 -5.15 1.14
S 1.39 -0.55 -1.99
C 3.99 4.50 0.48
C -2.99 -3.28 -0.01
H 4.82 5.20 0.50
N 0.54 3.91 -0.74
C -2.67 -1.11 -0.26
H 2.73 5.81 -0.69
N 0.76 1.95 0.26
S 4.47 -1.06 1.42
N -3.55 -2.10 -0.50
Rh 0.20 -0.18 0.03
H -2.09 3.17 -0.74
C 2.83 4.86 -0.19
H -1.40 2.08 -1.94
H 3.22 1.35 1.55
H 0.04 -3.55 1.52
```

Its spin multiplicity is 5. As for the HOMO-LUMO gap (spin up / spin down): 6.1 / 5.9 eV.

---

Record 6
Density functional theory data (ωB97M-V/def2-TZVPD) for C16H15BrN4O7W as an isolated structure.

```
44
Properties=species:S:1:pos:R:3
O -0.86 0.36 -3.12
C 2.79 -1.11 3.49
Br -0.49 -2.36 -1.55
H -2.42 -0.15 -4.80
N -1.99 0.54 -0.58
N 1.85 -0.48 1.29
H 3.04 2.58 -3.19
C -0.23 -2.04 3.89
C -4.10 0.82 -1.65
C -3.88 1.32 0.68
H -4.67 0.77 -2.56
C 3.04 0.42 -2.97
H -1.07 -2.71 3.72
O -1.86 1.14 2.87
H 2.78 -1.70 -2.56
C 1.60 1.95 -1.76
O 3.99 0.19 -3.86
C -1.59 1.05 1.72
H -4.26 1.66 1.63
N -0.16 -1.75 1.46
C 1.76 -1.09 2.43
H -5.73 1.46 -0.41
N 1.09 0.85 -1.16
O -1.40 -1.56 1.07
H 3.81 -1.07 3.10
C 0.40 -1.67 2.61
C 2.47 -0.69 -2.34
H 1.20 2.92 -1.50
H 3.57 0.25 1.67
W -0.04 -0.44 -0.08
H 4.33 1.00 -4.26
H -0.61 -1.13 4.38
H 2.72 -2.02 4.08
O -0.33 0.98 1.24
O -2.90 -0.04 -3.96
H 0.49 -2.51 4.57
C 2.59 1.74 -2.68
C -2.55 0.98 0.56
C -2.75 0.50 -1.69
C -2.06 0.25 -3.00
C -4.68 1.22 -0.45
C 1.50 -0.37 -1.42
O 2.95 0.21 0.93
H 2.65 -0.26 4.17
```

Its spin multiplicity is 1. As for the HOMO-LUMO gap: 7.0 eV. As for the total charge: +2.

---

Record 7
Density functional theory data (ωB97M-V/def2-TZVPD) for C16H15ClSeTm as an isolated structure.

```
34
Properties=species:S:1:pos:R:3
H -3.48 -1.80 -0.76
C -1.40 0.39 2.88
C -3.01 0.42 -1.04
C 3.18 0.22 -1.14
H -0.76 0.29 -3.49
H 2.01 -0.79 4.30
H 3.16 -1.89 -1.94
H 3.59 0.09 -0.14
H -2.24 -0.80 4.45
Cl -0.17 -2.69 0.54
C -2.18 1.08 -1.98
C 2.93 -0.84 -2.11
H -2.35 0.82 2.58
C -0.18 1.00 2.35
C 1.06 0.44 2.80
C 1.08 -0.46 3.86
Se -0.41 2.38 1.10
H -2.07 2.14 -2.12
Tm -1.14 -0.47 0.34
H 1.91 -0.76 -4.13
C -2.91 -1.02 -1.28
C 2.18 1.18 -3.01
C -1.54 0.10 -2.77
H -3.73 0.91 -0.34
C -0.10 -0.93 4.43
H 2.83 2.44 -1.25
C -1.96 -1.17 -2.32
H 1.97 0.86 2.41
C 2.31 -0.26 -3.25
C -1.32 -0.49 3.96
H -1.66 -2.08 -2.80
H 1.70 1.88 -3.70
H -0.07 -1.61 5.27
C 2.76 1.46 -1.73
```

Its spin multiplicity is 3. As for the HOMO-LUMO gap (spin up / spin down): 4.5 / 4.5 eV. As for the total charge: -1.

---

Record 8
Density functional theory data (ωB97M-V/def2-TZVPD) for a 2-piece molecular cluster, C16H15F16N2O2 overall.

```
51
Properties=species:S:1:pos:R:3
H -4.40 1.41 -2.46
F -4.74 -3.91 0.07
F 6.24 1.04 2.85
H -1.91 -2.15 0.49
C 0.19 1.49 -1.57
C 4.65 1.45 1.18
C -3.77 -3.06 -0.57
N 2.22 -0.44 -2.80
C -0.04 -0.06 -1.39
C -2.45 -3.15 0.39
F -5.83 -1.77 -0.53
F -4.08 -0.91 0.62
F -2.81 -0.94 -2.44
F -5.14 -0.90 -2.87
H -2.88 3.26 -1.73
H 1.01 -1.99 -1.96
H 3.23 1.20 -3.46
C -2.25 2.30 -1.70
C 1.10 -0.85 -2.07
F 2.61 -1.31 1.17
C 4.05 0.78 3.63
H 1.74 2.88 -2.49
H -2.13 1.98 -2.80
C 1.48 1.77 -2.35
N 2.40 0.86 -2.93
O 3.07 -0.25 3.79
F 5.58 1.25 0.21
C -4.42 -1.59 -0.58
C -4.11 -0.72 -1.89
H 1.59 -2.22 2.61
H -0.53 3.64 -1.29
C 1.86 -0.11 3.09
F 0.88 -0.12 4.02
F 1.80 1.10 2.51
H -5.04 1.02 -0.79
C -0.81 2.57 -0.99
F -3.56 -3.62 -1.84
H 4.67 0.69 4.52
H 4.64 2.52 1.41
C -4.15 0.85 -1.50
H -0.91 -0.50 -0.82
F 5.14 -0.68 2.12
F -1.53 -4.13 -0.05
O -2.92 1.30 -0.89
C 5.01 0.63 2.43
H -1.01 2.48 0.13
F 3.46 1.10 0.65
H 3.61 1.77 3.69
F -2.92 -3.58 1.67
F 0.46 -1.08 1.42
C 1.63 -1.26 2.09
```

Its spin multiplicity is 1. As for the HOMO-LUMO gap: 8.5 eV. As for the total charge: +1.

---

Record 9
Density functional theory data (ωB97M-V/def2-TZVPD) for one molecule with the formula C16H15N5O5.

```
41
Properties=species:S:1:pos:R:3
H 3.54 -2.64 -2.51
C 1.05 -2.87 0.45
H 3.33 -1.38 -1.33
C 1.44 -2.16 -1.96
H 1.07 -3.08 -2.46
C -0.46 -1.22 -0.69
H 2.99 -1.98 1.05
N -1.68 1.71 1.25
O -3.95 2.38 0.08
C -1.54 -1.41 -1.55
C 1.61 4.16 2.19
H -2.61 2.03 1.47
N -3.96 1.32 -0.58
O -2.88 -2.06 -3.17
C 2.54 -2.92 0.67
C 0.54 2.62 0.71
H 2.47 4.78 2.43
H 1.25 -1.31 -2.59
C -0.58 -0.21 0.26
O 3.14 -3.28 -0.57
C 2.96 -2.34 -1.64
H 2.76 -3.67 1.45
O -4.97 1.03 -1.25
C -2.66 -0.61 -1.55
C 1.62 3.40 1.03
C 0.49 4.10 3.03
H 2.48 3.51 0.37
H 0.68 -3.91 0.25
N -3.50 -1.01 -2.49
C -0.57 2.50 1.59
H 0.47 4.70 3.92
N -1.64 -2.28 -2.52
H -0.96 -2.95 -2.83
H 0.61 2.10 -0.23
H 0.23 -0.11 0.95
N 0.71 -1.98 -0.69
O -1.51 3.24 3.60
C -2.80 0.45 -0.62
H 0.58 -2.57 1.41
C -1.69 0.65 0.29
C -0.57 3.26 2.78
```

Its spin multiplicity is 1. As for the HOMO-LUMO gap: 3.8 eV.

---

Record 10
Density functional theory data (ωB97M-V/def2-TZVPD) for C16H15N6O5PdSSe as an isolated structure.

```
45
Properties=species:S:1:pos:R:3
C 4.72 0.78 3.07
C -0.18 0.62 -1.62
Se 3.03 1.97 -1.96
H 0.44 0.79 -2.48
O 4.31 -0.82 -0.09
H -2.61 -2.06 -0.42
O 2.62 0.28 -2.20
H 6.45 1.82 3.74
C 4.11 0.10 2.02
H -1.55 -1.58 1.72
H -2.03 1.84 -1.79
H -0.53 -0.34 2.46
H -7.28 -1.49 -2.17
C -4.27 -2.95 -1.44
H -3.03 1.95 0.89
H 7.64 1.56 1.55
N 0.24 -0.23 -0.62
C -3.62 -1.95 -0.77
C -5.63 -0.59 -1.10
O 2.21 2.20 -0.57
H -6.04 -3.63 -2.47
S 2.49 -0.47 2.00
N -5.11 1.28 -0.17
N -4.07 0.45 -0.01
N -1.70 0.62 -0.04
C 6.67 1.13 1.72
C -0.68 -0.20 0.32
C -2.89 0.88 0.70
C -5.58 -2.80 -1.94
O 2.45 2.82 -3.19
H -2.82 0.36 1.66
C -6.28 -1.62 -1.78
H -3.76 -3.89 -1.61
C -4.34 -0.76 -0.59
N -6.05 0.69 -0.80
H 4.15 0.94 3.98
Pd 2.40 -0.27 -0.32
C 5.99 1.28 2.93
N 4.83 -0.08 0.89
C -0.65 -0.98 1.59
H 6.43 0.31 -0.30
O 4.63 2.07 -1.74
C 6.05 0.45 0.70
H 0.21 -1.65 1.55
C -1.38 1.14 -1.29
```

Its spin multiplicity is 1. As for the HOMO-LUMO gap: 6.7 eV. As for the total charge: -1.

---

Record 11
Density functional theory data (ωB97M-V/def2-TZVPD) for C16H16AlB2Br8O16 as an isolated structure.

```
59
Properties=species:S:1:pos:R:3
H -3.74 -0.63 2.77
B 1.07 -1.30 -0.13
Br 1.24 2.10 4.47
Al 4.67 1.72 -3.80
O 1.89 1.85 1.22
C -0.61 -2.84 -0.80
H 1.23 6.10 -1.30
C 2.97 3.05 4.26
H -0.07 3.91 -0.70
O -6.31 0.18 -7.39
C 0.28 5.83 -1.77
O -4.25 -3.14 -5.22
C -2.82 -0.17 2.43
H 3.20 -1.45 2.49
O -0.16 -1.57 -0.91
C -5.52 -0.41 -6.65
C 4.10 2.11 4.79
H 0.47 6.26 -2.75
C -1.65 -0.66 3.19
O -4.68 -1.48 -3.67
C -4.27 -3.69 -4.02
O 0.51 -4.82 0.19
H 2.91 3.97 4.84
O -3.34 0.70 -7.29
H 3.78 -3.65 4.52
Br -1.15 6.93 -1.01
O 3.36 1.25 -1.25
O 0.98 -0.30 0.92
H -1.77 -0.44 4.25
Br 5.25 -3.80 2.59
H -2.70 -0.33 1.36
Br 5.83 2.61 4.01
H -0.73 -0.11 2.95
O -5.76 -1.44 -5.86
O 1.40 -2.65 0.45
H 3.97 1.07 4.50
H 2.84 -3.79 3.00
C 3.64 -3.26 3.51
Br 1.79 3.42 -2.41
H 4.09 -1.28 4.06
O -1.55 -3.40 -1.44
C 2.52 0.50 -0.71
O -4.04 -4.87 -3.68
C 3.33 -1.82 3.51
H -0.69 3.93 -2.38
C -3.98 -0.14 -6.60
Br -2.96 1.77 2.62
H 4.24 2.12 5.88
B -4.49 -1.71 -5.12
C -4.46 -2.57 -2.98
Br 1.70 -1.52 4.65
C 0.10 4.28 -1.71
C 1.78 0.76 0.63
O 2.13 -0.76 -1.06
H 3.06 3.30 3.20
O -3.40 -0.91 -5.71
C 0.51 -3.58 0.04
Br -1.42 -2.56 2.77
O -4.34 -2.66 -1.76
```

Its spin multiplicity is 1. As for the HOMO-LUMO gap: 1.6 eV. As for the total charge: +1.

---

Q: spin multiplicity of number 2 (C16H14N2O5S)?
A: 1

---

Q: Among the records above, which one has the highest spin multiplicity?
A: C16H15AsN5RhS4

---

What did the fourth record say?
Density functional theory data (ωB97M-V/def2-TZVPD) for one molecule with the formula C16H14O6.

```
36
Properties=species:S:1:pos:R:3
O 4.26 0.05 1.52
C 1.30 -0.25 -0.65
O -5.00 -1.07 0.91
C 3.37 -0.44 0.59
C 3.66 -1.63 -0.07
H 3.88 0.86 1.88
H -1.67 2.97 0.57
O -3.27 -3.01 0.19
H -4.06 1.43 0.67
C 0.03 1.94 -0.38
C 2.78 -2.12 -1.02
H 0.05 1.19 1.64
H -0.95 -2.20 -0.66
C -3.38 0.65 0.37
C -1.61 -1.40 -0.39
H 0.69 2.86 1.48
C -1.24 -0.07 -0.48
O 0.68 2.90 -1.17
C 0.65 1.87 1.02
H -1.79 2.77 -1.19
C -1.47 2.29 -0.26
C -3.76 -0.68 0.46
C 2.19 0.24 0.30
C 1.62 -1.43 -1.31
H -0.02 0.61 -2.08
H 3.02 -3.04 -1.52
O 1.99 1.43 0.98
H -5.52 -0.29 1.12
H -4.17 -3.02 0.53
H 5.28 -1.80 0.90
C 0.05 0.52 -0.99
O 4.81 -2.30 0.22
C -2.11 0.94 -0.10
C -2.88 -1.71 0.09
H 1.63 2.76 -1.10
H 0.95 -1.80 -2.07
```

The SMILES is Oc1cc2c(cc1O)[C@@H]1c3ccc(O)c(O)c3OC[C@]1(O)C2. Its spin multiplicity is 1. As for the HOMO-LUMO gap: 8.6 eV.